<A>
11
Properties=species:S:1:pos:R:3 method="wB97M-V/def2-TZVPD" homo_lumo_gap_ev=9.20 homo_ev=-8.7
C -0.06 -0.93 -1.73
C 0.43 -1.71 -0.78
C -1.04 2.21 -0.86
O 0.90 -1.37 0.48
O -1.72 2.01 0.22
H -0.18 -1.36 -2.65
H 0.05 0.21 -1.89
H 0.34 -2.78 -0.84
H -1.69 2.23 -1.85
H 0.97 -0.47 0.70
H -2.67 1.76 0.27

<B>
11
Properties=species:S:1:pos:R:3 method="wB97M-V/def2-TZVPD" homo_lumo_gap_ev=11.44 homo_ev=-10.4
C 0.53 -0.40 -1.78
C -0.63 -0.34 -0.72
O -0.63 0.82 0.12
C 0.06 0.55 1.20
O 0.61 -0.50 1.52
H 0.54 -1.41 -2.29
H 0.27 0.41 -2.60
H 1.54 -0.21 -1.19
H -1.65 -0.42 -1.27
H -0.50 -1.19 0.04
H 0.19 1.40 1.97

<C>
11
Properties=species:S:1:pos:R:3 method="wB97M-V/def2-TZVPD" homo_lumo_gap_ev=9.98 homo_ev=-9.1
C 0.69 -0.84 -1.29
C -0.07 0.07 -0.35
O 0.29 -0.33 1.00
C -0.20 0.27 2.06
O -1.03 1.25 1.65
H 0.41 -1.88 -1.12
H 0.46 -0.58 -2.33
H 1.77 -0.74 -1.14
H -1.15 -0.02 -0.46
H 0.20 1.12 -0.49
H -1.37 1.66 2.46

On energetic grounds, <B> is preferred over the next structure by 87.3 kJ/mol.